A molecular structure, C43H43N9O2STi. Source: the Open Molecules 2025 dataset; level of theory: ωB97M-V/def2-TZVPD.

gap between HOMO and LUMO (spin up / spin down): 4.4709 / 7.1061 eV
HOMO level (spin up / spin down): -0.0727 / -0.1700 Ha
ΔE to the lowest compared entry with this formula, charge and spin: 0.00 kJ/mol
net charge: -1
max |F|: 0.00729 Eh/bohr
molar mass: 797.8 u
2S+1: 4
LUMO energy (spin up / spin down): 2.492 / 2.481 eV
⟨S²⟩: 3.795

```
99
Properties=species:S:1:pos:R:3:forces:R:3
Ti 0.76622 0.03067 -0.71109 -0.237 -0.055 0.286
C -5.28426 1.19062 2.27655 0.001 -0.004 0.005
C -4.24196 1.07671 1.19699 0.026 0.008 -0.015
C -4.45784 0.36010 0.02727 -0.018 -0.009 0.000
C -3.47308 0.20811 -0.93418 -0.003 0.031 0.015
C -2.18407 0.76382 -0.79394 0.149 0.057 -0.040
N -1.14329 0.53949 -1.65195 0.016 -0.002 -0.140
C -1.45262 -0.18840 -2.80868 -0.105 0.014 -0.037
C -1.66678 -1.57241 -2.79402 0.074 -0.026 0.033
C -1.95500 -2.27277 -3.95210 -0.021 0.004 -0.082
C -2.04206 -1.63151 -5.18909 0.025 0.048 0.074
C -2.30662 -2.40151 -6.45417 -0.009 -0.030 -0.005
C -1.85483 -0.25590 -5.21295 0.051 -0.046 0.014
C -1.57852 0.44650 -4.04673 -0.091 0.076 -0.008
N -1.52266 1.87172 -4.11108 0.011 -0.007 -0.048
C -2.58117 2.69707 -4.26945 -0.052 0.024 0.111
C -2.09872 3.98241 -4.21101 0.053 -0.029 -0.045
C -0.71115 3.81951 -4.02231 -0.058 0.016 0.040
N -0.37451 2.54308 -3.95697 0.068 -0.022 -0.056
C -2.02854 1.58781 0.35057 0.090 0.053 0.006
C -3.00307 1.69271 1.32633 -0.048 -0.023 -0.021
N -0.85586 2.38633 0.52779 -0.049 -0.052 -0.055
C -0.80068 3.61125 1.08769 -0.028 0.100 -0.011
C 0.51927 4.00186 1.12264 -0.018 -0.090 -0.040
C 1.21531 2.93059 0.54924 0.047 0.072 0.008
N 0.37606 1.97005 0.19528 0.027 -0.109 0.075
H -6.14160 0.55453 2.05346 -0.003 0.003 0.001
H -5.65068 2.21519 2.38251 0.000 -0.001 0.004
H -4.88671 0.88279 3.24623 -0.005 0.002 0.002
H -5.41915 -0.11830 -0.13196 0.001 -0.004 -0.003
H -3.68996 -0.38151 -1.81390 -0.016 -0.008 0.010
H -1.58611 -2.08784 -1.84499 0.002 0.014 -0.002
H -2.10775 -3.34530 -3.89664 0.000 -0.004 -0.004
H -2.92611 -3.27703 -6.25625 0.001 -0.001 -0.011
H -1.37562 -2.75365 -6.90513 -0.001 -0.005 -0.001
H -2.81647 -1.78317 -7.19369 0.000 0.001 -0.002
H -1.92772 0.29424 -6.14495 -0.003 0.003 0.007
H -3.57773 2.30280 -4.37777 0.007 -0.001 0.007
H -2.66168 4.89637 -4.28544 0.000 0.003 -0.012
H 0.05272 4.57441 -3.92585 0.003 -0.001 0.005
H -2.77901 2.26324 2.22107 0.000 0.001 0.007
H -1.70113 4.11538 1.39075 0.002 0.005 -0.001
H 0.91808 4.92743 1.49687 0.003 0.006 0.001
H 2.27050 2.79983 0.37100 -0.004 -0.013 0.000
C 0.70515 -1.09491 6.04861 -0.003 0.003 0.001
C 0.71847 0.21295 5.24469 0.024 -0.017 -0.016
C 0.92636 1.39922 6.19517 -0.004 0.006 0.002
C -0.64752 0.37263 4.57408 -0.006 0.012 0.017
C 1.85804 0.15864 4.22550 -0.038 0.004 0.004
C 3.18701 0.09543 4.66715 0.010 -0.002 0.010
C 4.24345 0.03076 3.76713 -0.003 0.006 -0.013
C 3.97296 0.02147 2.41063 0.006 -0.002 0.029
S 5.08751 -0.03132 1.05469 0.000 -0.035 -0.016
C 3.71399 0.03050 -0.05194 0.036 0.061 0.006
N 2.50776 0.00961 0.58267 0.054 0.037 0.050
C 2.64970 0.05761 1.94280 -0.022 -0.016 -0.071
C 1.59994 0.14219 2.86420 0.017 -0.014 0.006
C 3.75227 0.25169 -1.44408 -0.046 0.032 -0.039
C 4.94748 0.23956 -2.20221 -0.013 -0.009 0.060
C 4.89122 0.39898 -3.57178 0.002 0.000 -0.054
C 3.66257 0.60124 -4.20712 0.028 0.004 0.009
C 2.48986 0.64323 -3.44068 -0.060 0.004 0.009
C 2.46513 0.44992 -2.06207 0.088 0.034 -0.103
H -0.09617 -1.07462 6.79330 0.001 0.001 -0.001
H 1.65208 -1.24906 6.56939 -0.002 -0.002 0.000
H 0.53615 -1.94560 5.38533 0.002 -0.007 -0.008
H 0.11603 1.44011 6.92849 0.001 0.004 0.001
H 0.93466 2.33864 5.63798 -0.001 -0.001 0.000
H 1.86913 1.32365 6.73868 -0.003 -0.005 -0.001
H -1.42056 0.43793 5.34458 -0.007 0.002 -0.008
H -0.88891 -0.47626 3.93165 0.003 -0.014 -0.007
H -0.69128 1.28244 3.96976 -0.002 0.003 0.003
H 3.40803 0.09628 5.72758 -0.001 -0.001 -0.001
H 5.26473 -0.00669 4.12734 0.001 -0.002 -0.001
H 0.59440 0.17531 2.47247 0.007 -0.012 -0.003
H 5.90304 0.09096 -1.70725 0.010 0.005 -0.021
H 5.80621 0.38264 -4.15516 0.003 0.001 0.012
H 3.62466 0.75816 -5.27976 -0.005 0.000 -0.001
H 1.55491 0.83656 -3.95882 -0.026 0.011 -0.002
O -0.27525 -0.92333 0.59396 -0.043 -0.165 0.116
N -0.46653 -2.10604 1.22783 0.034 0.126 -0.057
C -1.71774 -2.29609 1.79354 -0.021 -0.027 0.031
C -1.89079 -3.23283 2.76622 0.013 -0.013 0.021
C -0.80679 -3.99912 3.24893 -0.018 0.032 -0.029
C 0.46705 -3.72997 2.68935 0.014 0.000 0.017
C 0.63013 -2.79081 1.72023 -0.023 -0.041 0.049
H -2.49708 -1.66474 1.39108 0.007 0.007 -0.008
H -2.88852 -3.37219 3.16416 -0.001 0.005 -0.005
H -0.93846 -4.73271 4.02991 0.006 -0.003 0.001
H 1.34559 -4.26486 3.02773 0.000 0.003 -0.005
H 1.57246 -2.53156 1.26376 -0.002 0.025 -0.015
N 3.11397 -2.62749 -2.09691 0.005 0.031 0.009
C 1.82467 -2.31146 -2.39488 -0.030 -0.072 -0.021
N 1.45950 -2.39109 -3.70503 0.070 0.015 -0.056
O 0.99502 -2.06791 -1.50589 0.072 0.015 0.012
H 3.80212 -2.40188 -2.80171 -0.007 -0.010 -0.003
H 3.37971 -2.28324 -1.18282 0.013 -0.013 -0.002
H 2.17616 -2.17124 -4.37970 -0.013 -0.011 -0.003
H 0.56280 -1.96868 -3.89869 -0.017 0.006 0.025
```
Forces are in eV/Å.

C16H25NO2 in the gas phase. Source: the Open Molecules 2025 dataset; level of theory: ωB97M-V/def2-TZVPD.

gap between HOMO and LUMO: 8.8274 eV
HOMO level: -0.2920 Ha
ΔE to the lowest compared entry with this formula, charge and spin: 137.41 kJ/mol
SMILES string: COc1ccccc1OCCCCN1CCCCC1
net charge: 0
max |F|: 0.01158 Eh/bohr
molar mass: 263.4 u
LUMO energy: 0.883 eV

```
44
Properties=species:S:1:pos:R:3:forces:R:3
C 1.34783 3.07011 0.50174 0.004 0.251 -0.059
H 1.30155 3.30319 -0.56782 0.019 -0.004 0.038
O 1.42051 1.68600 0.72749 0.161 -0.444 -0.002
C 2.51096 1.01167 0.25884 -0.176 -0.104 0.092
C 3.54933 1.57670 -0.46029 -0.199 0.125 0.079
C 4.60906 0.79381 -0.89939 0.120 -0.117 -0.037
C 4.63518 -0.55433 -0.61836 0.119 0.103 -0.101
C 3.60096 -1.13570 0.10244 -0.231 -0.065 0.165
C 2.53612 -0.37173 0.54692 -0.106 0.173 0.032
O 1.48468 -0.82773 1.28448 0.220 0.418 -0.126
C 1.20193 -2.20839 1.31749 -0.101 -0.581 -0.085
H 0.38789 -2.28902 2.04234 0.125 -0.025 -0.047
C 0.75442 -2.78154 -0.03634 0.162 0.437 0.055
H 0.23583 -3.72266 0.15637 0.031 -0.074 0.017
C -0.15369 -1.82734 -0.81316 -0.070 -0.108 0.299
H 0.42886 -0.95359 -1.10775 0.019 0.024 -0.081
H -0.49644 -2.32111 -1.72404 -0.017 0.052 -0.019
C -1.37625 -1.38073 -0.00900 0.212 -0.035 -0.306
N -2.33742 -0.70618 -0.86762 -0.090 -0.145 -0.064
C -1.97736 0.65911 -1.20775 0.166 0.186 0.048
C -2.17239 1.65928 -0.06080 -0.156 -0.090 -0.195
C -3.61080 1.59764 0.44673 0.166 -0.062 0.222
C -3.96606 0.16027 0.81775 -0.078 0.024 -0.292
C -3.70354 -0.75562 -0.38429 -0.134 -0.032 0.248
H -3.94755 -1.79150 -0.13488 -0.031 0.020 -0.066
H -4.35054 -0.44795 -1.21341 -0.076 -0.036 0.032
H -3.35484 -0.16371 1.66280 -0.011 -0.031 0.092
H -5.01508 0.08966 1.11174 -0.011 -0.044 0.074
H -3.73850 2.25624 1.30940 -0.062 0.044 -0.061
H -4.28675 1.94163 -0.34123 -0.060 0.054 -0.017
H -1.48091 1.42127 0.74950 0.077 0.048 0.057
H -1.93869 2.66467 -0.41667 0.086 0.041 0.018
H -0.93919 0.67466 -1.54131 -0.008 0.041 -0.095
H -2.60832 0.95507 -2.05342 0.069 0.065 -0.024
H -1.86634 -2.26889 0.40041 -0.022 0.016 0.066
H -1.04234 -0.75444 0.82866 -0.049 -0.081 0.084
H 1.62792 -2.99977 -0.65396 -0.022 -0.113 0.022
H 2.05675 -2.77852 1.70607 -0.099 0.086 0.034
H 3.64208 -2.19117 0.32026 -0.062 -0.102 0.042
H 5.45688 -1.16766 -0.95541 0.067 -0.049 -0.030
H 5.40836 1.25141 -1.46205 0.068 0.035 -0.046
H 3.54413 2.62966 -0.69325 -0.055 0.101 0.013
H 0.42628 3.39900 0.97949 0.059 0.021 -0.048
H 2.19548 3.59822 0.95130 -0.025 -0.025 -0.032
```
Forces are in eV/Å.

2 unconnected molecules or ions with the total composition C32H35N4OS. Source: the Open Molecules 2025 dataset; level of theory: ωB97M-V/def2-TZVPD.

gap between HOMO and LUMO: 5.8004 eV
HOMO level: -0.3750 Ha
net charge: +1
max |F|: 0.06393 Eh/bohr
molar mass: 523.7 u
LUMO energy: -4.404 eV

```
73
Properties=species:S:1:pos:R:3:forces:R:3
C 1.61172 4.48497 2.77826 -0.515 0.164 0.053
N 1.21372 3.09818 2.67373 0.128 -1.496 -0.111
C 2.14146 2.12475 2.38078 -0.488 0.610 0.041
O 3.32967 2.28434 2.20019 -0.822 -0.112 0.092
C 1.38466 0.80960 2.30294 -0.211 -0.982 -0.294
C 1.92385 -0.24041 3.27511 -0.140 -0.254 0.392
C 3.39154 -0.49088 3.14068 0.314 0.123 -0.010
C 4.27744 -0.02283 4.10080 -0.305 -0.023 -0.044
C 5.63605 -0.18939 3.94446 0.120 0.033 0.136
C 6.12671 -0.82427 2.82167 0.248 0.027 0.038
C 5.25514 -1.30228 1.86610 0.076 -0.140 -0.270
C 3.89672 -1.13534 2.02326 -0.232 0.028 0.112
N -0.04432 1.11580 2.59242 -0.399 -1.133 0.330
C -0.97562 0.12468 2.72760 2.257 2.362 -0.362
C -2.32523 0.32157 2.89089 -1.445 0.111 0.252
C -3.23969 -0.70654 2.97026 1.194 0.617 -0.205
C -4.64433 -0.52020 3.02441 -1.105 0.169 0.088
C -5.50606 -1.63270 2.97845 0.497 0.139 -0.022
C -6.87165 -1.46668 2.95853 -0.174 0.058 0.001
C -7.41512 -0.19198 2.98584 0.020 -0.136 -0.066
C -6.58901 0.91886 3.05247 0.093 0.144 0.009
C -5.22389 0.76186 3.07748 0.119 -0.307 0.015
C -0.19370 2.60743 2.78149 0.245 0.547 -0.042
C -0.74007 2.93385 4.16859 -0.042 -0.219 0.056
C -1.02425 3.21357 1.65351 -0.032 -0.130 -0.125
H 2.69205 4.56963 2.67592 -0.082 -0.277 -0.008
H 1.14115 5.06391 1.98688 0.012 0.196 -0.037
H 1.31450 4.88388 3.74544 0.036 0.150 0.057
H 1.44152 0.44106 1.26874 0.157 0.063 0.198
H 1.70004 0.08634 4.29312 0.010 0.126 0.037
H 1.38762 -1.18579 3.15159 -0.041 0.054 -0.157
H 3.89555 0.50010 4.96197 -0.074 0.096 0.217
H 6.31040 0.18484 4.69699 0.118 0.061 0.095
H 7.18930 -0.93327 2.68783 0.191 -0.069 -0.019
H 5.63453 -1.80182 0.98980 0.069 -0.067 -0.135
H 3.21618 -1.49208 1.26847 -0.137 -0.157 -0.231
H -0.63306 -0.88910 2.67428 0.506 -0.343 -0.159
H -2.68546 1.32905 2.90064 -0.101 0.263 0.020
H -2.87424 -1.71810 2.92291 0.016 -0.471 -0.060
H -5.07704 -2.61879 2.93504 0.178 -0.240 0.000
H -7.51848 -2.32610 2.90974 -0.090 -0.140 -0.003
H -8.48245 -0.06028 2.93847 -0.204 0.008 0.048
H -7.01181 1.90808 3.07539 -0.104 0.170 0.028
H -4.59266 1.62915 3.14183 0.034 0.253 -0.007
H -0.11966 2.47308 4.93725 0.039 -0.001 -0.026
H -0.75238 4.00911 4.33951 0.031 0.016 -0.127
H -1.75787 2.57160 4.29410 -0.036 0.029 0.003
H -0.58284 2.96726 0.68674 0.015 -0.005 0.038
H -2.04785 2.84616 1.66142 -0.042 0.007 0.023
H -1.06426 4.29797 1.74178 0.044 0.005 0.097
C 0.31980 -7.31048 6.30248 0.124 0.237 0.253
C -0.33172 -7.23613 5.09094 -0.450 0.326 -0.681
C -0.86500 -6.01838 4.67485 -0.602 0.587 -0.226
C -0.70497 -4.87532 5.46334 -0.017 -0.246 -0.445
C -0.06501 -4.96450 6.68418 -0.042 0.367 -0.015
C 0.43934 -6.18287 7.10581 0.036 -0.201 -0.038
S -1.41144 -3.45467 4.67056 0.054 -0.130 0.239
C -2.05364 -4.43224 3.34402 -0.083 -0.882 0.042
N -2.79066 -3.97106 2.39459 1.185 0.977 2.453
C -3.11736 -4.92360 1.42242 -0.597 -0.978 -1.743
C -3.51666 -6.28164 2.00959 -0.160 0.117 0.019
C -2.35411 -6.84867 2.81134 0.370 -0.181 -0.049
N -1.64463 -5.76280 3.51811 -0.102 0.214 0.010
H 0.74013 -8.25036 6.62376 0.014 -0.085 0.043
H -0.42503 -8.09886 4.45676 -0.050 -0.265 -0.097
H 0.02544 -4.08814 7.30369 0.079 0.131 0.152
H 0.93008 -6.26296 8.06286 0.048 0.067 0.082
H -3.91770 -4.51307 0.79021 0.152 -0.264 0.097
H -2.23648 -5.04623 0.77556 -0.139 -0.219 -0.190
H -4.37425 -6.14212 2.67655 0.048 0.076 -0.079
H -3.83804 -6.97678 1.22240 0.241 0.138 0.225
H -2.70144 -7.57772 3.55016 -0.006 0.141 0.017
H -1.64271 -7.37726 2.16786 -0.049 0.141 -0.023
```
Forces are in eV/Å.